Molecular formula: C64H134F15N6O14
Method: DFT, wB97M-V/def2-TZVPD

Structure (XYZ):
```
233
Properties=species:S:1:pos:R:3:mulliken_charge:R:1
C -9.28210 4.75748 -2.70979 -1.227
C -8.52519 5.31530 -1.45937 -0.667
C -7.03598 5.63557 -1.61886 0.090
C -6.37320 6.20008 -0.41279 -1.345
N -4.81247 6.31760 -0.46633 0.612
C -4.54196 7.36823 -1.55066 -0.602
C -3.31598 8.14871 -1.08133 -0.344
C -3.23035 8.04383 0.39484 -0.631
C -4.19091 6.94821 0.88151 -0.362
C -4.08434 4.99298 -0.89067 -1.573
C -4.31292 3.75407 -0.01950 -0.301
C -3.44355 2.57685 -0.57452 -0.929
H -9.00171 3.75927 -3.04603 0.220
H -8.99662 5.22863 -3.65034 0.365
H -10.35990 4.79868 -2.55244 0.358
H -8.55230 4.50815 -0.72733 0.336
H -9.08928 6.09376 -0.94567 0.410
H -7.12785 6.50589 -2.26864 0.315
H -6.54650 4.81604 -2.14506 0.118
H -6.49766 5.51398 0.42499 0.616
H -6.84030 7.16783 -0.23007 0.550
H -4.21564 7.07358 -2.54805 0.222
H -5.34981 8.09561 -1.63067 0.482
H -2.39401 7.86407 -1.58832 -0.093
H -3.36612 9.13313 -1.54663 0.448
H -2.21581 7.78459 0.69749 0.362
H -3.46572 8.96228 0.93257 0.287
H -3.63490 6.08691 1.25179 0.176
H -5.02883 7.31035 1.47719 0.447
H -3.01258 5.19113 -0.90402 0.649
H -4.25546 4.72469 -1.93319 0.467
H -5.38849 3.59484 0.05721 0.252
H -3.97774 4.07305 0.96742 0.497
H -2.36974 2.76398 -0.57804 0.235
H -3.76009 2.42764 -1.60682 -0.009
H -3.52635 1.72332 0.09834 0.543
C 1.58185 0.82051 3.80766 -0.734
C 2.36768 0.26530 4.88619 0.053
C 1.92262 0.92881 6.24817 -0.512
C 2.83544 2.10202 6.66522 -1.078
N 2.49136 2.66298 8.04422 0.735
C 3.67167 3.67606 8.24059 -0.784
C 4.71397 2.86409 8.90327 -0.684
C 3.92358 2.01474 9.89984 -0.569
C 2.66443 1.65987 9.18008 -0.516
C 1.16680 3.51094 8.18438 -1.243
C 0.85884 4.56705 7.11075 0.008
C -0.48271 5.19895 7.46925 -1.335
H 1.67431 1.90421 3.87925 0.318
H 0.56629 0.65791 4.16863 0.645
H 1.70020 0.49481 2.77421 -0.691
H 3.42391 0.30042 4.61927 0.410
H 2.15003 -0.80062 4.81880 0.064
H 1.97973 0.06298 6.90786 0.311
H 0.89070 1.27919 6.22645 0.334
H 2.73411 2.92105 5.95316 0.307
H 3.87730 1.78793 6.60232 0.266
H 3.23066 4.42261 8.90109 0.527
H 3.89418 4.23538 7.33188 0.366
H 5.36616 3.53519 9.46218 0.434
H 5.31520 2.18088 8.30340 0.315
H 3.61391 2.66185 10.72047 0.305
H 4.35064 1.07329 10.24537 0.358
H 1.79997 1.74305 9.83878 0.425
H 2.56466 0.64687 8.79023 0.277
H 1.02594 3.91324 9.18758 0.569
H 0.44306 2.69803 8.12546 0.669
H 0.70204 4.05317 6.16236 0.121
H 1.62820 5.33918 7.11375 0.344
H -0.23703 5.81186 8.33648 0.315
H -1.09762 4.30846 7.59961 0.373
H -0.81100 5.95483 6.75582 0.371
C 0.59641 -1.40185 0.45580 1.447
C 0.05323 -0.29303 -0.42419 -0.748
O 0.06621 0.88849 -0.11956 -0.612
N -0.25516 -0.74908 -1.87355 2.609
H 0.19368 -0.07994 -2.48256 -0.363
H 0.17692 -1.60619 -2.18783 -0.512
C -1.84157 -0.80576 -1.96123 0.588
H 0.30557 -2.40723 0.15128 -0.065
H 0.32033 -1.25333 1.49974 -0.121
H 1.68187 -1.45099 0.36937 -0.015
H -2.22740 -1.58392 -1.30267 0.332
H -2.04849 -1.02345 -3.00904 -0.856
H -2.28599 0.15365 -1.69644 -0.057
C 0.78034 6.74117 -2.43187 -1.225
C 1.81454 5.66087 -2.43216 0.803
O 2.65838 5.50599 -3.32059 -0.447
N 1.76934 4.77549 -1.19663 0.448
H 2.68583 4.97655 -0.82286 -0.029
H 0.98106 5.08398 -0.64566 0.435
C 1.91055 3.26029 -1.43105 -1.253
H -0.26447 6.53070 -2.66031 0.275
H 1.12625 7.60378 -3.00140 0.409
H 0.72152 7.07346 -1.39542 0.372
H 1.74449 2.91379 -0.41102 0.408
H 2.82833 2.78172 -1.77270 0.083
H 1.11365 2.83006 -2.03764 0.730
C -1.88869 -3.64507 -8.85594 -1.362
C -0.69508 -3.48229 -7.79267 -0.586
N -0.62775 -2.29039 -6.85562 0.682
C -0.50272 -1.17531 -7.85726 -1.059
C -2.01156 -2.09818 -6.09132 -1.095
C -2.58489 -3.25959 -5.26841 -0.763
C 0.55982 -2.37121 -5.89921 0.539
C 1.99076 -2.58562 -6.51460 -1.044
O 2.17617 -1.82584 -7.74016 -0.311
C 3.46020 -1.89518 -8.35101 -0.875
H -2.01505 -2.94642 -9.68300 0.334
H -2.83483 -3.66642 -8.31514 0.322
H -1.86743 -4.65824 -9.25735 0.419
H 0.19930 -3.51137 -8.41504 0.431
H -0.62529 -4.28576 -7.05941 0.588
H -1.45269 -0.87553 -8.29974 0.375
H 0.21459 -1.35566 -8.65791 0.475
H -0.09543 -0.30169 -7.34834 0.256
H -2.72336 -1.79609 -6.85955 0.352
H -1.99490 -1.19573 -5.48024 0.782
H -3.66412 -3.29645 -5.41675 0.548
H -2.37877 -3.27710 -4.19822 -0.382
H -2.26246 -4.22209 -5.66555 0.445
H 0.32759 -3.14871 -5.17143 -0.204
H 0.39487 -1.50006 -5.26519 -0.084
H 2.12399 -3.64259 -6.74517 0.762
H 2.72813 -2.45418 -5.72271 0.480
H 3.34939 -1.55291 -9.37992 0.271
H 3.94551 -2.85361 -8.16663 0.358
H 4.07466 -1.14910 -7.84711 0.241
C 5.46300 -4.87614 1.30009 -1.291
C 4.16658 -5.84790 1.69703 -0.021
N 3.60171 -5.63714 3.11994 0.417
C 4.69342 -5.94566 4.17074 -1.100
C 3.30357 -4.11016 3.35106 -1.548
C 2.17751 -3.55497 2.44419 1.215
C 2.30570 -6.53145 3.29616 0.349
C 2.58748 -8.06964 3.38624 -1.036
O 3.13979 -8.64425 2.23482 -0.410
C 2.35505 -8.66319 1.04157 -0.474
H 5.19630 -3.83742 1.10506 0.244
H 6.00224 -5.34401 0.47642 0.441
H 6.23994 -4.85224 2.06422 0.348
H 4.44570 -6.89960 1.63288 0.626
H 3.30039 -5.72476 1.04691 -0.116
H 5.45645 -5.17241 4.08152 0.421
H 5.20896 -6.82708 3.78939 0.438
H 4.22935 -6.29904 5.09154 0.348
H 4.28602 -3.65037 3.24390 0.660
H 3.11031 -3.95603 4.41266 0.495
H 2.03185 -2.55281 2.84738 -0.333
H 1.25847 -4.14028 2.47371 -0.342
H 2.45473 -3.51247 1.39089 0.005
H 1.76540 -6.36160 2.36486 -0.410
H 1.69913 -6.02915 4.04973 0.400
H 1.58806 -8.50018 3.44864 0.490
H 3.12063 -8.40605 4.27544 0.348
H 2.24832 -7.66731 0.61154 0.112
H 1.48292 -9.26842 1.28894 0.355
H 2.86986 -9.29514 0.31789 0.263
C -0.80867 -4.16091 5.16387 -0.300
O -0.78182 -4.91749 3.94322 0.061
O 0.30837 -4.54302 5.97845 -0.896
C -1.08482 -2.63682 4.76888 0.683
F -0.34304 -2.06846 3.76222 -0.147
F -2.33502 -2.34709 4.44647 -0.338
F -0.96493 -1.92167 5.84194 -0.331
C -1.90444 -5.75195 3.58989 -0.636
C -1.67828 -6.00460 2.05911 -0.746
H -0.75702 -6.50508 1.76096 -0.033
H -2.35167 -6.84090 1.87137 0.505
H -1.76719 -5.16301 1.37214 0.184
H -2.86899 -5.26213 3.72337 0.349
H -1.88701 -6.49051 4.39136 0.396
H -1.74578 -4.52602 5.58414 0.332
C 0.15569 -4.62333 -2.37390 -0.904
O -1.22228 -4.54063 -2.26007 0.357
O 0.57144 -3.35722 -2.65080 -0.731
C 0.80672 -5.39500 -1.18210 0.424
F 0.38745 -4.85896 0.00690 -0.112
F 0.58731 -6.69772 -1.16111 -0.346
F 2.10834 -5.30819 -1.18386 -0.328
C -2.00885 -5.60706 -2.43936 -0.295
C -3.37293 -4.91504 -1.99649 -1.262
H -3.72036 -4.07064 -2.59179 0.170
H -4.08693 -5.73779 -2.03371 0.496
H -3.40205 -4.52382 -0.97954 0.273
H -1.72822 -6.49713 -1.87622 0.413
H -2.15862 -5.82032 -3.49775 0.203
H 0.29467 -5.23701 -3.26394 0.146
C 4.92428 4.33419 0.83689 -0.413
O 4.25728 3.12699 0.48333 0.061
O 4.45763 5.30787 -0.04653 -1.016
C 5.10230 4.71317 2.37218 0.819
F 5.88610 3.77119 2.99924 -0.270
F 5.68657 5.95741 2.50238 -0.289
F 3.92211 4.62956 2.92344 -0.223
C 4.21486 2.08819 1.49894 -0.397
C 3.78093 0.71930 0.96283 0.183
H 4.09596 0.55242 -0.06723 -0.168
H 4.16262 -0.09926 1.57306 0.565
H 2.69799 0.60919 1.01963 -0.771
H 3.90223 2.29146 2.52317 0.120
H 5.24750 1.90441 1.79554 0.396
H 5.85925 3.91772 0.46208 0.252
C 2.30082 0.57726 -4.37939 0.545
O 2.68438 -0.17389 -3.23094 0.666
O 0.90739 0.89391 -4.20957 -0.889
C 3.36470 1.70529 -4.74463 0.268
F 2.80765 2.54948 -5.66767 -0.339
F 3.58952 2.52906 -3.76937 -0.144
F 4.51124 1.32979 -5.39531 -0.325
C 3.66274 -1.25292 -3.49444 -0.273
C 4.55073 -1.16032 -2.18548 -1.310
H 4.00609 -1.55903 -1.32962 0.123
H 5.52956 -1.59068 -2.39709 0.489
H 4.66364 -0.09250 -1.99807 0.128
H 4.43104 -0.99997 -4.22507 0.585
H 3.40953 -2.31308 -3.50187 -0.016
H 2.37364 -0.15506 -5.18344 -0.553
C -5.96808 -0.34010 -2.37634 -0.224
O -4.85652 0.49823 -2.88597 0.121
O -5.36244 -1.09274 -1.35997 -0.909
C -7.23190 0.58040 -2.00707 0.693
F -8.26283 -0.06659 -1.28378 -0.299
F -6.85279 1.76614 -1.43634 -0.182
F -7.77151 0.92151 -3.20632 -0.290
C -4.75789 0.46599 -4.25979 -0.411
C -3.60567 1.32066 -4.75873 -0.692
H -2.80306 0.72781 -4.32005 -0.092
H -3.62313 1.44887 -5.84102 0.405
H -3.71286 2.31445 -4.32398 0.202
H -5.58887 0.92873 -4.79217 0.200
H -4.63268 -0.56174 -4.60066 0.368
H -6.29388 -1.03995 -3.14586 0.249
```

Computed properties:
DFT total energy ... -5397.85417 Ha
Frontier orbital gap ... 5.05 eV
Relative energy (zero: lowest compared OMol25 entry of this formula, charge and spin) ... 0.000 eV
Net charge ... +1